Record 1
Below is an isolated molecule of C4H6N2O2, with properties calculated with ωB97M-V with the def2-TZVPD basis set.

Structure (XYZ):
```
14
Properties=species:S:1:pos:R:3:forces:R:3
O 1.904 0.791 -1.042 0.1010 0.1514 -0.4417
O 2.889 -0.218 0.580 0.4102 -0.1426 0.1490
N -1.094 -1.268 -0.571 -0.2902 -0.7954 -0.3052
N 1.906 0.183 0.001 0.2492 0.0540 0.0315
C 0.613 -0.141 0.617 -2.8770 1.4503 -0.1516
C -0.582 0.953 0.229 1.7542 -1.5797 0.4823
C -1.567 0.088 -0.574 -0.0460 0.5817 -0.0083
C 0.012 -1.392 0.002 0.4312 0.2518 0.2232
H 0.508 -2.347 0.069 0.1586 -0.2394 0.0331
H -2.575 0.108 -0.157 0.0278 0.0325 -0.0826
H 0.766 -0.248 1.691 0.1801 0.0679 -0.1921
H -0.146 1.748 -0.367 0.0120 0.0675 0.0935
H -1.628 0.396 -1.622 -0.1114 0.0691 0.1344
H -1.007 1.347 1.146 0.0003 0.0309 0.0345
```
Positions in Å, forces in eV/Å.

Computed properties:
- net charge = 0
- energy above the lowest of the compared OMol25 structures with the same formula, charge and spin (kJ/mol) = 385.5
- Kohn-Sham gap (eV) = 10.67
- E_tot (hartree) = -415.8938
- LUMO (Ha) = 0.006
- E_HOMO (eV) = -10.5033

=====

Record 2
Below is a cluster of 2 separate species, C15H32IN6O3P2 in total, with properties calculated with ωB97M-V with the def2-TZVPD basis set.

Structure (XYZ):
```
59
Properties=species:S:1:pos:R:3:forces:R:3
I 1.644 4.377 1.472 -0.0501 -0.1009 -0.2021
P 2.148 5.606 -0.568 0.4056 0.6655 0.4317
P -1.843 -2.405 1.478 -4.0364 0.3714 4.6054
O 0.852 5.413 -1.487 -0.1379 -0.3669 0.1112
O -1.544 -0.928 1.362 2.0842 -1.1664 -2.7590
O 1.352 3.429 -3.488 -0.0936 -0.0237 0.2062
N -1.873 -4.102 0.981 2.1529 0.9107 -2.1139
N -1.310 -2.703 3.099 -0.2700 -0.3203 -0.0350
N -0.190 2.284 -2.265 0.4542 0.9981 1.2128
N 3.353 4.512 -1.317 -0.7376 0.1891 0.1552
N -3.554 -2.254 1.390 -0.1499 0.4177 0.6354
N 4.605 2.966 -2.151 -0.4826 0.1467 -1.8166
C -4.511 -3.123 2.038 0.0690 -0.4952 -0.2095
C -1.836 -5.157 1.984 0.0489 0.0052 0.4471
C 5.189 1.769 -2.638 0.3562 -0.8790 0.5477
C -0.920 -4.415 -0.101 -0.1369 0.1711 -0.1515
C -2.158 -2.293 4.213 -0.2080 0.1002 0.0127
C 4.603 5.074 -1.534 -0.0845 -0.3731 0.0095
C 4.662 0.514 -2.640 -0.5113 0.6506 -0.4933
C -1.262 3.200 -2.678 -0.5653 -0.3621 -0.3575
C 3.358 3.230 -1.716 0.5021 -0.0658 -0.1738
C -4.029 -1.841 0.080 0.2899 0.0898 -0.1908
C 5.375 4.105 -2.038 0.3382 0.8836 -0.0303
C 1.068 2.732 -2.526 0.2450 0.0843 -0.9848
C -0.417 1.590 -0.996 -0.0596 -0.7450 0.0905
C 0.057 -2.235 3.300 0.1402 -0.0553 -0.2011
C 2.239 2.277 -1.635 -0.8217 -0.2165 0.2913
H 3.793 0.290 -3.252 -1.0242 0.1065 1.3727
H 0.490 -2.732 4.170 -0.0587 -0.0159 0.0267
H -4.618 -4.098 1.538 -0.0076 0.0059 0.0033
H -1.475 1.477 -0.784 -0.0886 0.0688 -0.2346
H -4.052 -2.680 -0.634 -0.1057 0.0031 0.0127
H 0.112 -1.150 3.444 0.0117 -0.0011 -0.0437
H 0.682 -2.487 2.439 -0.0053 0.0086 0.0020
H -0.022 0.575 -1.040 0.0572 -0.0201 0.0266
H 5.131 -0.285 -2.080 1.1001 -0.4484 -1.4797
H -0.877 -5.238 2.502 -0.0036 0.0159 0.0017
H -2.981 -2.990 4.362 0.0190 0.0470 -0.0200
H 6.411 4.227 -2.293 0.0624 -0.5909 -0.2056
H -1.025 -3.690 -0.913 0.0001 0.0012 0.0314
H -1.579 -2.323 5.136 0.1300 0.0364 -0.0705
H -2.622 -5.034 2.723 0.0598 0.1144 0.0328
H 0.020 2.082 -0.126 -0.0393 0.2183 -0.0343
H 1.946 2.166 -0.591 0.0231 0.0733 0.0455
H 0.507 6.269 -1.776 -0.0187 -0.0174 -0.1006
H -1.854 2.757 -3.477 0.0115 0.0398 -0.0866
H -1.127 -5.400 -0.518 -0.0478 -0.0181 0.0574
H -1.931 3.372 -1.837 0.0560 -0.0259 0.0976
H 0.123 -4.394 0.240 0.0114 -0.1248 -0.0230
H 2.506 1.287 -1.989 0.3088 0.0236 0.0826
H -4.270 -3.295 3.082 0.0640 -0.0516 -0.0690
H -3.388 -1.061 -0.331 0.0238 -0.0123 0.0538
H 4.848 6.096 -1.314 -0.1578 0.0583 0.1109
H -5.035 -1.426 0.156 -0.0313 -0.0707 0.0674
H 6.191 1.926 -3.025 0.6521 0.0256 1.5950
H -2.031 -6.097 1.462 -0.0169 0.0777 -0.1225
H -0.881 4.156 -3.015 0.2458 -0.0787 -0.1028
H -2.567 -1.283 4.094 0.0147 -0.0022 0.0212
H -5.488 -2.637 2.029 0.0131 0.0401 -0.0856
```
Positions in Å, forces in eV/Å.

Computed properties:
- net charge = +1
- Kohn-Sham gap (eV) = 5.79
- E_tot (hartree) = -2125.0996
- LUMO (Ha) = -0.152
- E_HOMO (eV) = -9.9257

=====

Record 3
Below is a cluster of 11 separate species, C31H64N4O19 in total, with properties calculated with ωB97M-V with the def2-TZVPD basis set.

Structure (XYZ):
```
118
Properties=species:S:1:pos:R:3:forces:R:3
O 1.571 3.732 2.232 4.4223 -1.3524 -1.7273
O -2.750 -1.895 -3.936 0.4535 1.7718 -0.2383
O 6.186 0.949 2.555 2.7107 -1.3861 -0.1113
O -3.108 2.067 2.083 -1.7352 1.0782 -4.8190
O -0.085 0.740 1.682 1.0544 1.4847 1.0124
O 3.214 3.691 -3.851 0.5902 -0.0080 0.0150
O -3.554 1.584 -0.219 1.2248 1.6265 1.9458
O -3.922 -4.211 2.118 0.3733 0.5182 -1.1510
O 0.140 4.535 3.628 3.0708 0.7395 -0.3880
O 7.759 1.998 3.900 -3.1749 -1.4489 -0.3460
O 5.314 -2.053 -1.439 -0.9127 0.9232 0.1406
O -2.609 0.231 -4.781 -1.3511 1.0658 -1.1470
O 5.683 2.778 3.526 0.1749 1.7375 2.4932
O -4.783 3.037 0.913 0.3013 0.4569 2.4008
O -3.888 -1.267 3.628 2.7653 0.2012 2.3606
O -1.675 -5.305 -1.162 -1.3524 -0.1959 0.1277
O 2.521 4.705 4.054 -5.7420 -1.6187 -3.6128
O -0.679 -5.336 -3.552 -0.7319 -0.9327 0.0164
O -1.400 -0.289 -3.109 0.7912 -0.1216 1.8362
N -2.709 -1.452 5.669 0.2557 -0.0415 0.5981
N 4.633 2.852 -2.301 0.5481 -0.1403 0.3899
N 1.192 -4.113 -4.052 -1.1721 0.6045 -0.5819
N -0.753 -1.029 0.499 -0.0700 -0.5630 0.4982
C 0.221 1.562 -3.007 -1.4451 0.2137 0.4951
C 4.160 -1.207 -1.827 1.7029 -1.6588 0.5245
C -5.138 3.241 -0.396 -0.5141 2.8354 0.0774
C -3.700 2.304 1.001 1.5091 -3.4215 3.6726
C 5.914 2.146 -2.207 -0.7589 -0.9020 1.0742
C -1.320 1.162 -3.087 1.2978 -0.5069 -0.3245
C -4.324 -5.432 2.649 0.2692 -0.4606 0.7352
C -1.529 -1.049 6.467 0.2657 -0.4759 -0.0694
C 1.484 4.374 3.325 3.2157 2.5039 6.6940
C 1.623 -2.928 -4.833 0.2326 -1.3755 0.2170
C -2.331 -0.761 -3.930 0.2700 -0.7131 -0.1869
C 2.151 -4.644 -3.039 -1.2604 0.7064 -0.2350
C 4.338 3.331 -3.511 -1.6236 0.2779 -0.7935
C 0.527 3.908 1.405 -3.1206 -0.0389 -1.4446
C 3.529 2.662 -1.329 0.8600 0.8800 -0.1451
C -0.179 -4.464 -4.196 3.3178 0.6509 0.4401
C -4.418 2.189 -1.140 -2.7400 -1.3918 -2.0317
C -0.905 -0.110 1.455 -1.3910 -0.7863 -1.1094
C -2.015 1.499 -4.383 0.5365 -0.4431 -0.6305
C 6.618 1.853 3.461 3.1387 1.6052 -1.1303
C 4.036 0.455 1.903 0.6323 -0.2737 0.1355
C -1.843 -1.930 0.166 -0.6456 -0.3133 -0.9692
C -5.403 1.078 -1.639 0.8982 0.1685 0.2394
C -1.645 5.240 2.267 0.0665 -0.8531 1.0203
C -2.928 -1.013 4.420 -1.7437 0.7588 -1.5302
C 0.366 -0.938 -0.403 -0.7474 -0.5601 -1.4098
C -3.570 -2.426 6.240 -1.9431 -0.9386 0.5348
C -3.032 -5.517 -1.684 1.1054 0.3368 1.7487
C 5.201 1.467 1.736 -3.3998 0.4387 0.3421
C 4.836 2.799 2.434 -1.0392 -0.6438 -0.5562
C -0.569 4.113 2.434 -2.2664 0.8663 0.9351
H 4.985 3.739 1.903 0.1437 -0.1687 -0.3105
H 5.432 1.653 0.687 0.7947 -0.5349 0.1744
H 0.796 0.711 -2.644 -0.1425 0.1333 0.0882
H 1.103 -2.981 -5.789 0.0349 0.3729 0.0303
H -1.293 6.226 1.966 0.3127 -0.3447 -0.7684
H 0.317 2.402 -2.319 0.1165 -0.1532 0.2520
H -3.265 -6.567 -1.863 0.3823 -0.0432 -0.6485
H 2.976 1.723 -1.364 0.1220 -0.1447 -0.5554
H -0.131 -0.774 -1.359 0.4390 0.2861 -0.2991
H -1.934 -0.181 1.842 0.2334 0.2615 0.7467
H 1.073 -0.132 -0.204 -0.2692 -0.2219 0.4096
H 3.321 -1.869 -2.040 -0.1740 0.3022 -0.2399
H -2.672 -1.948 0.874 0.6671 -0.0976 0.7152
H -5.885 0.617 -0.777 0.3658 -0.0656 0.2861
H -6.211 3.435 -0.409 -0.1056 -0.9155 -0.4965
H 1.766 -5.530 -2.533 -0.0538 -0.0599 -0.4274
H 0.691 1.929 -3.919 -0.4460 -0.2701 -0.3507
H -1.948 5.464 3.290 -0.1067 -0.2565 0.2029
H -5.401 -5.551 2.765 -0.0870 0.0912 0.0274
H 5.547 -2.669 -2.139 -0.2249 0.0968 -0.2003
H -4.704 4.208 -0.654 -0.0516 0.3269 -0.2661
H -3.175 -3.437 6.336 0.5238 0.1331 0.0780
H -4.796 0.326 -2.143 -0.3458 -0.1858 -0.1600
H -1.952 1.522 -2.275 0.5911 -0.1461 0.4949
H -2.750 2.301 -4.317 -0.2720 -0.3852 0.0365
H -2.395 -1.647 -0.730 0.3560 0.5865 -0.5426
H 3.942 -0.628 -0.929 0.0049 0.1639 -0.2699
H -0.900 -1.917 6.665 0.1496 -0.2006 -0.4628
H 5.176 3.326 -4.225 0.0976 0.1495 0.1492
H -0.695 -3.872 -4.968 0.0560 -0.0384 0.0778
H 6.209 2.098 -1.159 0.0319 -0.0535 -0.0572
H -3.638 -5.295 -0.805 -0.2318 0.3639 -0.1121
H 3.130 -4.817 -3.484 -0.1693 -0.1971 -0.1920
H -1.703 -0.699 7.485 -1.0116 0.2275 -0.1337
H -4.430 -3.451 2.413 -0.1259 -0.1414 0.4268
H -4.495 -2.553 5.679 0.3519 0.1985 -0.7775
H -3.951 -6.260 2.046 -0.0706 0.2409 -0.4517
H 1.476 -1.964 -4.345 -0.1678 -0.0169 0.1571
H -3.939 2.782 -1.919 0.6730 -0.9931 -0.4453
H 5.686 1.135 -2.545 0.7198 -0.2472 0.0605
H -2.585 4.924 1.814 0.3173 0.0247 -0.5505
H -1.511 -2.936 -0.092 0.1995 -0.1287 0.5724
H 3.992 0.216 2.966 0.0895 0.0931 0.1382
H -3.289 -4.830 -2.490 0.1278 -0.2616 -0.1483
H -0.983 3.174 2.801 -0.5036 -0.0781 -0.8761
H 6.773 2.547 -2.743 -0.5488 0.3958 -0.2763
H -0.918 -0.275 6.004 -0.2637 -0.1588 -0.4185
H 3.793 2.745 2.745 0.1563 0.3131 0.2128
H 2.877 3.509 -1.541 -0.2816 -0.2920 0.2051
H 3.897 2.751 -0.307 0.1855 0.1497 -0.1233
H -1.025 -5.433 -1.857 -0.2687 -0.1241 -0.3603
H 4.363 -0.470 1.428 -0.4006 -0.1251 -0.2121
H -6.261 1.380 -2.241 0.4828 0.4780 -0.4000
H -4.030 -2.129 7.182 0.7339 0.2501 0.4873
H 2.279 -3.897 -2.256 0.0661 0.1322 0.1075
H 0.582 4.766 0.734 0.5857 0.4021 0.1429
H 3.008 0.730 1.670 0.2000 0.3103 -0.6590
H 2.686 -3.063 -5.031 0.0479 0.1951 -0.1219
H -3.814 -5.575 3.602 -0.2939 -0.1137 0.4711
H -2.159 -0.246 4.238 -0.1267 -0.0150 -0.8390
H 0.848 -1.901 -0.569 0.3230 -0.0982 0.5514
H -1.244 1.820 -5.083 -0.3228 -0.3180 -0.5310
H 4.476 -0.604 -2.678 -0.4935 0.1696 0.0278
H 0.426 3.028 0.770 -0.2965 -0.1387 0.3219
```
Positions in Å, forces in eV/Å.

Computed properties:
- net charge = 0
- Kohn-Sham gap (eV) = 8.82
- E_tot (hartree) = -2868.0249
- LUMO (Ha) = -0.005
- E_HOMO (eV) = -8.9499

=====

Record 4
Below is a structure of composition ClZn, with properties calculated with ωB97M-V with the def2-TZVPD basis set.

Structure (XYZ):
```
2
Properties=species:S:1:pos:R:3:forces:R:3
Zn 23.358 4.512 22.556 -12.1690 -2.3385 2.0406
Cl 25.039 4.835 22.274 12.1690 2.3385 -2.0406
```
Positions in Å, forces in eV/Å.

Computed properties:
- net charge = +1
- energy above the lowest of the compared OMol25 structures with the same formula, charge and spin (kJ/mol) = 149.6
- Kohn-Sham gap (eV) = 9.44
- E_tot (hartree) = -2239.1272
- LUMO (Ha) = -0.318
- E_HOMO (eV) = -18.1026

=====

Record 5
Below is a structure of composition C13H25N5OPrS7Sb, with properties calculated with ωB97M-V with the def2-TZVPD basis set.

Structure (XYZ):
```
53
Properties=species:S:1:pos:R:3:forces:R:3
Pr -1.137 0.744 0.237 -0.4960 0.3133 -0.3420
Sb -2.621 3.881 -0.804 -0.2342 -0.7565 0.6867
S -4.716 2.291 -1.550 1.2904 -0.8948 1.3172
S 0.998 2.211 1.838 -0.8742 0.0123 -0.0737
S 3.632 -1.433 1.262 0.1251 0.2086 0.2725
S 1.897 0.589 -1.139 -0.7445 -0.0897 -0.2036
S 0.538 -1.147 2.177 -0.5254 0.0463 -0.0526
S -2.423 3.026 1.441 0.1670 -0.1255 -1.4630
S -0.750 2.657 -1.834 -0.3573 -0.1749 0.5328
O -3.206 0.135 -1.038 0.8917 0.3811 0.3816
N -2.425 0.756 -3.666 -0.2560 0.7838 0.3998
N -0.899 -1.318 -1.532 -0.3178 -0.0917 0.2222
N -4.194 0.906 -0.554 -0.6312 0.4251 -0.5419
N -2.739 -0.612 2.007 -1.0275 0.4125 -0.3265
N -6.719 1.729 1.731 0.5887 -0.3347 -0.4584
C 2.942 -2.602 2.461 0.6154 -0.2448 -0.2590
C -3.710 -0.104 1.580 0.5768 0.6735 -1.1450
C 1.417 -2.668 2.560 -0.2189 -0.2950 0.2632
C 2.945 1.642 -0.157 1.2539 0.3985 0.1691
C 2.912 -0.892 -1.346 -0.1576 0.0761 -0.4149
C -2.103 -0.697 -3.662 -0.5270 -0.7904 -0.3841
C 0.962 -0.003 3.520 -0.5113 -0.1285 -0.2846
C 2.238 2.721 0.644 -0.0060 0.2253 -0.2451
C -4.575 0.678 0.753 -0.5019 -0.2751 0.5719
C -0.798 -1.094 -2.986 0.5254 0.2379 -0.3495
C 1.827 1.110 2.995 1.1871 0.5109 0.2819
C -5.778 1.259 1.246 -0.0806 0.1529 0.5204
C 2.785 -1.912 -0.251 0.3541 -1.1602 0.4200
H 3.951 -0.594 -1.536 -0.2133 -0.0722 0.0226
H 1.505 -0.554 4.292 -0.1789 0.0328 0.0018
H -2.064 -1.026 -4.710 0.0374 0.1538 0.3353
H 1.735 -2.105 -0.011 0.0897 0.0719 -0.1275
H 3.607 2.172 -0.868 -0.0988 -0.2691 0.4074
H -1.758 1.351 -3.078 -0.0853 -0.2189 -0.0448
H -2.444 1.201 -4.588 0.0364 -0.4104 0.1155
H -2.954 -1.231 -3.196 0.4597 0.3840 -0.1946
H -3.333 0.952 -3.200 0.2397 -0.1142 -0.0416
H 1.105 -2.926 3.587 0.2116 -0.1500 -0.4722
H 2.720 0.697 2.508 -0.2749 0.0806 0.1826
H 3.418 -2.280 3.399 -0.2801 -0.1595 -0.1733
H -0.122 -1.912 -1.268 0.1456 0.0017 0.1175
H 3.260 -2.867 -0.539 -0.3488 0.2946 -0.2578
H 1.702 3.423 -0.020 0.1293 -0.3210 0.3001
H 3.569 1.010 0.504 -0.3649 0.3904 -0.3801
H 3.346 -3.598 2.218 -0.2242 0.2715 0.2544
H 2.988 3.297 1.184 0.0786 0.0510 -0.0556
H 0.993 -3.435 1.883 0.2227 0.4443 0.3695
H 2.143 1.741 3.829 0.0729 -0.0823 -0.0017
H 0.004 0.361 3.927 0.4318 -0.1103 0.0207
H 2.512 -1.329 -2.272 0.2865 0.0550 0.1057
H -1.733 -1.871 -1.325 0.0320 0.1786 -0.0913
H -0.023 -0.330 -3.166 -0.2670 -0.0948 0.0624
H -0.428 -2.000 -3.485 -0.2461 0.0961 0.0495
```
Positions in Å, forces in eV/Å.

Computed properties:
- net charge = +1
- energy above the lowest of the compared OMol25 structures with the same formula, charge and spin (kJ/mol) = 0.0
- Kohn-Sham gap (spin up / spin down) (eV) = 6.48 / 7.67
- multiplicity = 4
- E_tot (hartree) = -4403.7874
- LUMO (spin up / spin down) (Ha) = -0.103 / -0.117
- E_HOMO (spin up / spin down) (eV) = -9.2828 / -10.8485